# 1
{
  "formula": "C22H26MoN3S2",
  "method": "ωB97M-V/def2-TZVPD",
  "e_above_lowest_kcal_mol": 0.00,
  "homo_lumo_gap_ha": 0.2526,
  "total_energy_ev": -51237.339,
  "charge": -1,
  "homo_energy_ev": -4.1,
  "elements": ["Mo", "S", "S", "N", "N", "N", "C", "C", "C", "C", "C", "C", "C", "C", "C", "C", "C", "C", "C", "C", "C", "C", "C", "C", "C", "C", "C", "C", "H", "H", "H", "H", "H", "H", "H", "H", "H", "H", "H", "H", "H", "H", "H", "H", "H", "H", "H", "H", "H", "H", "H", "H", "H", "H"],
  "coordinates": [[-0.030, 0.558, 0.106], [1.447, 0.387, -1.785], [-1.721, -0.062, -1.477], [1.546, -1.173, -7.730], [-0.256, 2.262, 0.259], [-2.508, -1.755, -7.334], [-0.915, -0.336, -3.009], [-1.848, -1.409, -6.457], [-1.049, -0.978, -5.347], [2.019, -2.438, 0.021], [-0.985, 4.272, 1.394], [0.241, -0.006, 2.252], [1.072, -0.365, -4.380], [-0.465, 3.671, 0.086], [-0.313, -1.821, 0.942], [1.060, -1.619, 0.822], [0.335, -0.783, -5.481], [2.833, -0.014, 1.857], [-1.121, -2.904, 0.306], [0.867, 4.316, -0.303], [-2.269, -0.769, 2.300], [-0.861, -0.795, 1.789], [0.997, -1.006, -6.733], [1.428, -0.460, 1.591], [0.179, 1.064, 3.301], [0.471, -0.139, -3.143], [-1.652, -0.750, -4.117], [-1.492, 3.869, -1.032], [-0.266, 4.104, 2.198], [0.351, 0.642, 4.296], [-0.793, 1.557, 3.303], [-1.148, 5.347, 1.288], [-2.419, -1.494, 3.108], [1.596, 4.183, 0.499], [-1.122, 3.427, -1.958], [-1.689, 4.932, -1.194], [3.311, -0.627, 2.630], [1.259, 3.835, -1.200], [-1.929, 3.800, 1.673], [-2.531, 0.218, 2.683], [2.862, 1.024, 2.190], [-2.975, -1.005, 1.503], [2.768, -1.806, -0.455], [-2.719, -0.899, -4.014], [2.534, -3.165, 0.657], [-2.426, 3.366, -0.776], [3.439, -0.081, 0.953], [1.511, -2.984, -0.774], [-1.343, -3.696, 1.029], [-2.065, -2.512, -0.075], [-0.596, -3.354, -0.536], [0.931, 1.833, 3.125], [2.139, -0.213, -4.484], [0.742, 5.385, -0.493]],
  "nbo_charge": [0.506, -0.123, -0.099, -0.348, -0.496, -0.348, -0.197, 0.298, -0.176, -0.635, -0.596, -0.082, -0.210, 0.071, -0.030, -0.034, -0.172, -0.615, -0.637, -0.601, -0.614, -0.129, 0.298, -0.121, -0.619, -0.061, -0.168, -0.604, 0.205, 0.203, 0.219, 0.196, 0.197, 0.204, 0.224, 0.192, 0.197, 0.228, 0.209, 0.214, 0.215, 0.224, 0.235, 0.224, 0.204, 0.217, 0.224, 0.220, 0.203, 0.237, 0.218, 0.218, 0.224, 0.193]
}

=====

# 2
{
  "formula": "C28H25Cl2F7IO22P",
  "method": "ωB97M-V/def2-TZVPD",
  "e_above_lowest_kcal_mol": 103.11,
  "smiles": "C[C@@H](F)C1=C(Cl)C(=O)C(CC(=O)I)=C(P(O)Cl)C1=O.O=C1OC[C@@H](F)O1.O=C1OC[C@@H](F)O1.O=C1OC[C@@H](F)O1.O=C1OC[C@@H](F)O1.O=C1OC[C@@H](F)O1.O=C1OC[C@@H](F)O1",
  "homo_lumo_gap_ha": 0.2793,
  "total_energy_ev": -135939.661,
  "homo_energy_ev": -9.7,
  "elements": ["I", "Cl", "Cl", "P", "F", "F", "F", "F", "F", "F", "F", "O", "O", "O", "O", "O", "O", "O", "O", "O", "O", "O", "O", "O", "O", "O", "O", "O", "O", "O", "O", "O", "O", "C", "C", "C", "C", "C", "C", "C", "C", "C", "C", "C", "C", "C", "C", "C", "C", "C", "C", "C", "C", "C", "C", "C", "C", "C", "C", "C", "C", "H", "H", "H", "H", "H", "H", "H", "H", "H", "H", "H", "H", "H", "H", "H", "H", "H", "H", "H", "H", "H", "H", "H", "H", "H"],
  "coordinates": [[-2.577, -0.636, 3.604], [4.883, 3.327, 3.928], [1.160, -0.659, -1.772], [1.684, -1.190, 0.228], [9.494, 6.360, 2.914], [-4.218, -4.303, 0.327], [-3.628, -6.417, -2.035], [2.081, 4.337, -3.714], [-10.345, -1.327, 5.216], [6.523, 0.501, 0.501], [0.503, 1.597, -5.617], [0.363, -0.487, 4.260], [0.290, -1.879, 0.933], [0.628, 3.150, -9.762], [-0.159, 4.193, -3.793], [0.774, -6.312, -1.568], [-4.898, -2.643, 1.679], [9.806, 4.028, 0.424], [-6.568, -3.717, 2.749], [3.823, 1.186, -0.735], [-2.233, 3.440, -3.290], [-10.568, -3.545, 4.927], [-0.573, -5.230, -3.030], [-10.813, -5.504, 3.820], [-0.506, 3.040, -1.885], [-10.065, -3.667, 2.730], [-1.475, -6.501, -1.398], [9.292, 4.142, 2.617], [9.068, 2.183, 1.506], [0.836, 2.678, -7.558], [1.785, 3.087, 3.652], [-6.255, -1.502, 3.085], [-0.921, 1.870, -8.721], [4.570, 1.623, 1.643], [-1.975, -5.272, -3.253], [-0.322, -6.042, -1.963], [0.962, 4.404, -2.957], [0.893, 3.259, -1.999], [3.929, 2.341, 2.710], [6.552, 0.586, 2.970], [-5.938, -2.526, 2.551], [-5.982, -4.642, 1.844], [-0.075, 0.923, 2.207], [2.183, 0.443, 1.022], [-9.800, -2.403, 4.600], [3.579, 1.079, 0.510], [9.359, 3.344, 1.514], [2.317, 2.280, 2.839], [6.167, 1.375, 1.615], [-9.949, -2.305, 3.116], [-4.643, -4.029, 1.584], [9.909, 5.391, 0.813], [-10.512, -4.346, 3.825], [10.051, 5.290, 2.298], [-0.131, 2.246, -6.624], [-0.461, -0.035, 3.417], [1.481, 1.186, 2.007], [-2.500, -5.676, -1.913], [-0.979, 1.305, -7.419], [0.221, 2.614, -8.773], [-1.073, 3.546, -3.016], [-0.569, 0.484, 1.260], [-8.770, -2.542, 4.941], [10.770, 5.869, 0.344], [-0.570, 1.967, 2.341], [-10.852, -1.765, 2.817], [11.080, 5.158, 2.644], [-2.676, -4.842, -1.230], [-5.906, -5.635, 2.290], [7.379, 1.145, 3.528], [1.371, 2.355, -2.386], [9.003, 5.924, 0.511], [6.765, 2.340, 1.464], [-0.670, 3.111, -6.227], [-2.007, 1.262, -7.055], [6.923, -0.454, 2.649], [5.667, 0.502, 3.694], [-3.871, -4.311, 2.306], [-2.351, -4.299, -3.572], [-0.573, 0.290, -7.445], [-6.598, -4.709, 0.943], [-2.197, -6.007, -4.032], [-9.086, -1.834, 2.642], [0.890, 5.389, -2.487], [0.498, -2.459, 1.698], [1.333, 3.500, -1.030]],
  "lowdin_charge": [0.834, 0.646, 0.198, 0.679, 0.080, 0.072, 0.076, 0.086, 0.079, -0.069, 0.073, -0.051, -0.389, 0.172, 0.123, 0.172, 0.095, 0.083, 0.070, 0.038, 0.165, 0.141, 0.076, 0.167, 0.068, 0.068, 0.140, 0.139, 0.161, 0.144, 0.039, 0.142, 0.076, -0.052, -0.067, -0.530, -0.318, -0.077, -0.423, -0.056, -0.548, -0.055, -0.154, -0.275, -0.322, -0.249, -0.522, -0.238, -0.247, -0.068, -0.314, -0.066, -0.531, -0.324, -0.326, -0.738, -0.101, -0.334, -0.068, -0.529, -0.535, 0.115, 0.175, 0.145, 0.147, 0.149, 0.178, 0.155, 0.149, 0.081, 0.120, 0.149, 0.133, 0.170, 0.144, 0.102, 0.074, 0.179, 0.144, 0.148, 0.153, 0.148, 0.132, 0.177, 0.067, 0.141]
}

=====

# 3
{
  "formula": "C2H2Cl3P",
  "method": "ωB97M-V/def2-TZVPD",
  "e_above_lowest_kcal_mol": 71.78,
  "smiles": "P#CC(Cl)Cl.Cl",
  "homo_lumo_gap_ha": 0.3380,
  "total_energy_ev": -48960.105,
  "homo_energy_ev": -9.8,
  "elements": ["Cl", "Cl", "Cl", "P", "C", "C", "H", "H"],
  "coordinates": [[-2.907, 0.325, 0.534], [2.475, 0.905, 0.119], [-1.425, -0.818, -1.814], [-0.663, 2.862, -0.446], [-1.247, 0.045, -0.341], [-0.729, 1.320, -0.440], [-0.742, -0.493, 0.332], [1.752, -0.178, 0.277]],
  "nbo_charge": [-0.082, -0.258, 0.054, 0.697, -0.278, -0.615, 0.219, 0.263]
}